(1)
66
Properties=species:S:1:pos:R:3:nbo_charge:R:1 method="wB97M-V/def2-TZVPD" orbital_gap_ev=8.44 lumo_energy_ev=0.28 e_tot_ha=-1413.84014 homo_ev=-8.16
N 2.1308 -0.1976 -2.0508 -0.83
C 0.7482 -0.5680 -2.4756 -0.23
C -0.0497 0.6163 -3.0845 -0.43
C -1.1241 1.0691 -2.0736 -0.07
O -2.0015 -0.0251 -1.8163 -0.57
C -3.3113 0.2550 -2.0963 0.67
O -3.7279 0.1626 -3.1603 -0.51
H 2.0144 0.0562 -1.0719 0.35
H 2.3810 0.6790 -2.4985 0.35
H 0.2444 -0.9712 -1.5962 0.20
H 0.8015 -1.3688 -3.2154 0.19
H -0.5746 0.2208 -3.9558 0.22
H 0.5870 1.4779 -3.2952 0.20
H -1.6192 1.9605 -2.4700 0.18
H -0.5675 1.3577 -1.1748 0.18
H -3.9431 0.5352 -1.2413 0.11
N -0.7674 4.9286 -0.6543 -0.51
C 0.3633 4.1855 -0.4474 -0.09
C 0.6853 4.2679 0.8811 -0.29
C -0.2925 5.0889 1.5031 -0.30
C -1.1750 5.4789 0.5318 -0.08
H -1.2268 5.0508 -1.5384 0.41
H 0.8402 3.6655 -1.2617 0.20
H 1.5274 3.7916 1.3556 0.22
H -0.3424 5.3609 2.5445 0.23
H -2.0548 6.0977 0.5814 0.21
N -2.8052 8.7583 0.6299 -0.51
C -3.9144 9.5380 0.8225 -0.08
C -3.8198 10.1025 2.0657 -0.31
C -2.6033 9.6504 2.6446 -0.29
C -1.9991 8.8248 1.7349 -0.08
H -2.6120 8.2214 -0.1954 0.41
H -4.6715 9.6218 0.0611 0.21
H -4.5411 10.7674 2.5113 0.22
H -2.2165 9.9038 3.6178 0.22
H -1.0701 8.2808 1.7766 0.22
N 1.9812 -3.2419 0.2079 -0.53
C 1.0106 -4.1280 -0.1766 -0.06
C 0.5918 -4.8029 0.9380 -0.30
C 1.3341 -4.3027 2.0419 -0.30
C 2.1797 -3.3405 1.5613 -0.09
H 2.4709 -2.6134 -0.4088 0.42
H 0.7049 -4.2006 -1.2068 0.21
H -0.1640 -5.5683 0.9606 0.21
H 1.2546 -4.6138 3.0705 0.22
H 2.9044 -2.7188 2.0606 0.22
N -2.7948 -6.5075 1.1108 -0.51
C -2.9060 -6.0773 -0.1846 -0.08
C -4.1210 -5.4615 -0.3206 -0.30
C -4.7672 -5.5164 0.9430 -0.31
C -3.9239 -6.1647 1.8045 -0.07
H -2.0072 -6.9980 1.4933 0.41
H -2.1138 -6.2478 -0.8942 0.21
H -4.5045 -5.0193 -1.2253 0.22
H -5.7399 -5.1243 1.1905 0.22
H -4.0288 -6.4122 2.8474 0.21
N 5.2922 -4.3314 0.1289 -0.51
C 5.5686 -5.5935 0.5761 -0.08
C 6.9279 -5.7614 0.5509 -0.30
C 7.4949 -4.5496 0.0742 -0.31
C 6.4608 -3.6868 -0.1747 -0.08
H 4.3719 -3.9384 0.0387 0.41
H 4.7762 -6.2606 0.8714 0.21
H 7.4575 -6.6533 0.8430 0.22
H 8.5415 -4.3361 -0.0686 0.22
H 6.4551 -2.6739 -0.5414 0.21

---

(2)
12
Properties=species:S:1:pos:R:3:nbo_charge:R:1 method="wB97M-V/def2-TZVPD" orbital_gap_ev=8.88 lumo_energy_ev=-0.30 e_tot_ha=-629.32397 homo_ev=-9.18
C -0.8212 -1.5401 0.1034 0.12
C -0.2628 -0.4468 0.8870 0.01
C 0.1199 1.0649 -0.9166 -0.63
C 0.8234 0.5056 0.3577 -0.42
O 0.0624 -1.7747 1.4768 -0.55
S -1.5860 -2.6362 -0.7522 0.16
H -1.0473 0.0051 1.3836 0.20
H 0.1000 0.4194 -1.8098 0.22
H 0.7625 1.8438 -1.2304 0.22
H -0.9585 1.4173 -0.8469 0.22
H 0.9904 1.1947 1.1898 0.22
H 1.8173 -0.0530 0.1576 0.24

---

(3)
12
Properties=species:S:1:pos:R:3:nbo_charge:R:1 method="wB97M-V/def2-TZVPD" orbital_gap_ev="7.12 / 6.56" lumo_energy_ev="-7.02 / -6.88" e_tot_ha=-568.27668 total_charge=+1 homo_ev="-14.14 / -13.44"
C -2.6317 -1.1172 -1.4631 0.03
C -2.3292 -0.6124 -0.3901 -0.54
C 2.1639 0.1206 -0.0569 -0.46
N 0.3018 1.3058 0.8755 -0.12
N 1.2128 0.4959 1.0507 -0.19
P -1.7099 0.3208 0.9447 0.83
H -3.0333 -1.6117 -2.4098 0.30
H 1.7835 0.3219 -1.0550 0.25
H 3.1826 0.5611 0.0265 0.26
H 2.3529 -0.9598 0.1235 0.23
H 1.3169 -0.1966 1.7946 0.38
H -2.6103 1.3716 0.5593 0.03

---

(4)
46
Properties=species:S:1:pos:R:3:nbo_charge:R:1 method="wB97M-V/def2-TZVPD" orbital_gap_ev=8.28 lumo_energy_ev=-0.14 e_tot_ha=-1942.50349 homo_ev=-8.42
O 1.2433 -4.6739 0.0689 -0.61
C 1.7003 -3.5510 0.0279 0.67
N 2.9954 -3.3388 -0.4295 -0.61
C 3.6339 -2.1444 -0.5525 0.29
S 5.1545 -2.0759 -1.1731 -0.16
N 2.9474 -1.0300 -0.1583 -0.50
C 1.6433 -1.0480 0.3315 0.68
O 1.1061 0.0066 0.6558 -0.64
C 1.0088 -2.3393 0.4207 -0.44
C -0.2957 -2.4524 0.8771 0.22
N -1.0211 -1.4421 1.2989 -0.53
C -2.4124 -1.5231 1.6329 -0.25
H -2.6204 -2.5148 2.0427 0.21
H -2.6383 -0.7714 2.3909 0.21
C -3.3373 -1.3095 0.3984 -0.20
N -3.4846 0.0276 -0.0958 -0.45
C -4.1437 0.9617 0.7939 -0.23
C -4.5762 2.1834 -0.0159 -0.22
N -3.3941 2.7874 -0.5991 -0.62
H -3.6395 3.6390 -1.0936 0.36
C -2.7388 1.8534 -1.4949 -0.23
C -2.3058 0.6334 -0.6826 -0.23
H -1.8173 -0.0933 -1.3348 0.20
H -1.5875 0.9741 0.0797 0.17
H -1.8616 2.3376 -1.9283 0.20
H -3.4034 1.5182 -2.3100 0.17
H -5.0580 2.9114 0.6400 0.20
H -5.3017 1.8568 -0.7810 0.17
H -5.0196 0.4786 1.2322 0.20
H -3.4779 1.3041 1.6035 0.17
H -2.9604 -1.9331 -0.4180 0.20
H -4.3333 -1.6693 0.6715 0.20
H -0.5587 -0.5297 1.2295 0.45
H -0.7311 -3.4458 0.8975 0.23
C 3.5906 0.2445 -0.2564 0.26
C 3.1589 1.1573 -1.2047 -0.23
C 3.7763 2.3935 -1.2850 -0.19
C 4.8158 2.7176 -0.4321 -0.23
C 5.2317 1.7926 0.5133 -0.03
C 4.6225 0.5536 0.6154 -0.25
H 4.9521 -0.1637 1.3504 0.24
Cl 6.5228 2.1876 1.5854 0.01
H 5.3027 3.6778 -0.4957 0.23
H 3.4470 3.1093 -2.0221 0.22
H 2.3487 0.8993 -1.8688 0.22
H 3.5165 -4.1569 -0.7257 0.44

---

(5)
7
Properties=species:S:1:pos:R:3:nbo_charge:R:1 method="wB97M-V/def2-TZVPD" orbital_gap_ev=10.49 lumo_energy_ev=-11.95 e_tot_ha=-457.10505 total_charge=+2 homo_ev=-22.44
H -0.9082 1.6803 -0.1978 0.56
O -0.4554 -1.2078 -0.2653 -0.58
C -0.4501 -0.0001 0.2213 1.06
O -1.4505 0.7674 -0.0271 -0.49
O 0.6455 0.6180 0.1070 -0.93
Pb 2.5625 -0.0316 -0.1175 1.86
H 0.0562 -1.8261 0.2794 0.52

---

Please write out number 4 again, unchanged.
46
Properties=species:S:1:pos:R:3:nbo_charge:R:1 method="wB97M-V/def2-TZVPD" orbital_gap_ev=8.28 lumo_energy_ev=-0.14 e_tot_ha=-1942.50349 homo_ev=-8.42
O 1.2433 -4.6739 0.0689 -0.61
C 1.7003 -3.5510 0.0279 0.67
N 2.9954 -3.3388 -0.4295 -0.61
C 3.6339 -2.1444 -0.5525 0.29
S 5.1545 -2.0759 -1.1731 -0.16
N 2.9474 -1.0300 -0.1583 -0.50
C 1.6433 -1.0480 0.3315 0.68
O 1.1061 0.0066 0.6558 -0.64
C 1.0088 -2.3393 0.4207 -0.44
C -0.2957 -2.4524 0.8771 0.22
N -1.0211 -1.4421 1.2989 -0.53
C -2.4124 -1.5231 1.6329 -0.25
H -2.6204 -2.5148 2.0427 0.21
H -2.6383 -0.7714 2.3909 0.21
C -3.3373 -1.3095 0.3984 -0.20
N -3.4846 0.0276 -0.0958 -0.45
C -4.1437 0.9617 0.7939 -0.23
C -4.5762 2.1834 -0.0159 -0.22
N -3.3941 2.7874 -0.5991 -0.62
H -3.6395 3.6390 -1.0936 0.36
C -2.7388 1.8534 -1.4949 -0.23
C -2.3058 0.6334 -0.6826 -0.23
H -1.8173 -0.0933 -1.3348 0.20
H -1.5875 0.9741 0.0797 0.17
H -1.8616 2.3376 -1.9283 0.20
H -3.4034 1.5182 -2.3100 0.17
H -5.0580 2.9114 0.6400 0.20
H -5.3017 1.8568 -0.7810 0.17
H -5.0196 0.4786 1.2322 0.20
H -3.4779 1.3041 1.6035 0.17
H -2.9604 -1.9331 -0.4180 0.20
H -4.3333 -1.6693 0.6715 0.20
H -0.5587 -0.5297 1.2295 0.45
H -0.7311 -3.4458 0.8975 0.23
C 3.5906 0.2445 -0.2564 0.26
C 3.1589 1.1573 -1.2047 -0.23
C 3.7763 2.3935 -1.2850 -0.19
C 4.8158 2.7176 -0.4321 -0.23
C 5.2317 1.7926 0.5133 -0.03
C 4.6225 0.5536 0.6154 -0.25
H 4.9521 -0.1637 1.3504 0.24
Cl 6.5228 2.1876 1.5854 0.01
H 5.3027 3.6778 -0.4957 0.23
H 3.4470 3.1093 -2.0221 0.22
H 2.3487 0.8993 -1.8688 0.22
H 3.5165 -4.1569 -0.7257 0.44